C67H57AsN5OPdS4 as an isolated structure, computed with ωB97M-V with the def2-TZVPD basis set.

Values from the calculation:
calculated total energy: -187546.5397 eV
strongest force on any atom: 0.0311 Eh/bohr
molecular weight: 1257.8 g/mol
LUMO level (alpha / beta): -2.379 / -2.378 eV
total charge: +1

Geometry (Å):
C -0.61 3.00 -3.17
C 6.87 0.24 -1.83
N 10.22 -0.70 -1.38
H -1.93 5.65 -5.66
H -5.51 -1.05 0.24
As 0.26 1.80 -1.85
C 0.22 4.04 3.53
C 3.55 -0.14 -0.22
C -0.94 3.76 -5.43
C 0.97 -3.81 2.10
C 5.75 -1.04 0.37
C -0.47 2.80 -4.54
C 1.96 2.77 -1.89
C 5.52 0.36 -1.58
H -2.24 5.97 -3.23
C 1.94 -1.30 -4.20
C 0.06 -0.28 3.94
C 7.11 -1.16 0.13
N -1.69 0.70 0.60
H -0.48 4.32 4.32
H -4.63 -4.13 -2.61
H -5.48 3.49 -1.01
H -5.03 0.46 2.89
C -4.38 1.88 -0.13
C -3.36 -1.04 5.30
S -2.88 -0.09 0.92
H -3.57 -0.14 4.73
H -6.81 2.21 2.86
C -4.12 -3.35 2.37
H -1.44 -1.87 -0.83
C 0.39 0.31 5.15
C -1.12 3.97 1.26
H -7.04 -5.62 1.36
Pd 0.41 0.37 0.27
C 1.58 -1.67 5.81
C -3.43 -1.37 -0.23
H 0.05 1.32 5.36
C -0.58 -0.37 -3.55
H -1.57 0.00 -3.28
S -2.81 -2.27 2.87
H -4.73 -6.21 0.71
H 2.68 0.26 -2.93
H -7.04 3.69 0.90
C -3.43 -1.06 6.69
C 2.57 3.19 -3.07
C -5.22 -2.63 -1.20
H 1.59 -3.28 4.39
C 2.19 -3.60 1.48
C -6.21 -4.97 1.65
H -0.63 6.06 0.94
H 4.24 4.21 -3.95
C -0.76 5.36 1.77
H -2.18 3.82 1.08
H 1.35 -6.98 3.18
H 2.19 -2.20 6.52
C -5.38 2.83 -0.15
C 1.81 -0.21 -3.36
C -4.28 1.02 0.97
H 3.56 -6.62 2.15
C -4.79 -1.63 -0.33
H -3.20 -2.23 8.47
N -3.03 -0.80 2.42
H 0.92 -2.76 -5.41
S -0.07 -2.36 2.14
C -3.86 -4.49 1.64
C -6.46 -3.82 2.38
C 3.76 3.90 -3.03
H -3.67 1.78 -0.94
C -2.73 -3.38 5.32
C 0.82 -1.92 -4.73
H -7.47 -3.57 2.68
C -0.45 -1.46 -4.39
C 1.24 -2.28 4.61
H -1.56 5.74 2.41
N -0.10 -1.60 0.91
C -1.75 5.08 -3.60
C 1.58 -6.03 2.71
C -3.01 -2.20 4.64
H -5.58 -2.10 3.33
H -2.60 -4.30 7.25
H -0.52 0.25 3.20
C 1.13 -0.38 6.08
C 0.51 5.20 2.59
H 2.08 2.76 0.25
C -1.57 4.90 -4.96
C -5.14 1.13 2.04
C 2.36 -0.02 0.01
C 2.55 3.10 -0.67
H 4.09 -4.47 1.04
H 5.30 -1.53 1.23
C -4.29 -3.35 -1.93
H -0.33 -5.14 3.16
C -2.93 -3.09 -1.81
H 1.35 4.93 1.93
H -0.55 3.68 0.38
H -3.70 -0.16 7.22
H 2.38 -2.65 1.00
H 5.26 4.79 -1.77
H 7.32 0.74 -2.68
H 2.12 2.97 -4.03
H 4.90 0.96 -2.24
C -6.26 2.94 0.92
C 3.13 -4.62 1.50
H 0.02 1.91 -4.91
C -5.41 -3.00 2.75
H 7.74 -1.74 0.78
H 1.11 3.59 3.97
H -0.81 3.61 -6.49
C 4.34 4.23 -1.81
C 3.72 3.83 -0.63
C 7.68 -0.51 -0.97
C -4.92 -5.31 1.28
H -2.21 -3.65 -2.38
C -3.15 -2.22 7.38
C -1.27 4.13 -2.71
C 2.82 -5.83 2.12
N -1.54 -3.07 2.51
C -2.49 -2.09 -0.95
C 0.64 -5.01 2.70
C -2.81 -3.38 6.70
C -6.13 2.11 2.02
C 4.94 -0.28 -0.48
H 2.93 -1.67 -4.46
H -1.33 -1.95 -4.78
C 0.55 0.28 -3.04
H 4.16 4.08 0.33
H -1.40 4.28 -1.64
H -2.84 -4.73 1.37
H 0.77 6.11 3.13
O 0.58 2.00 1.93
S -0.59 2.74 2.52
H -2.47 -4.26 4.76
H -6.28 -2.83 -1.30
C 9.08 -0.62 -1.20
H 1.38 0.08 7.03
C 0.47 -1.58 3.68